Entry 1:
19
Properties=species:S:1:pos:R:3 method="wB97M-V/def2-TZVPD" gap_ev=9.76 energy_ha=-310.999463 e_homo_ev=-8.79 charge=0 spin_multiplicity=1
C -0.32103 1.19122 -1.47991
C -1.03715 1.31734 -0.16604
C -1.74223 0.38022 0.47836
C -1.98198 -1.04106 0.05368
H 0.76054 1.31746 -1.34578
H -0.49016 0.22729 -1.96754
H -0.65390 1.97821 -2.16659
H -0.96281 2.29795 0.30545
H -2.20717 0.66637 1.42297
H -1.44140 -1.30830 -0.85856
H -3.04955 -1.21566 -0.12465
H -1.67375 -1.73609 0.84424
C 3.06546 -0.83374 0.45684
C 1.75850 -0.66138 0.62202
O 1.23841 0.08054 1.63314
H 3.43887 -1.46482 -0.34105
H 3.77590 -0.35560 1.12399
H 1.02967 -1.12984 -0.04406
H 0.31817 0.29106 1.41133



Entry 2:
19
Properties=species:S:1:pos:R:3 method="wB97M-V/def2-TZVPD" gap_ev=10.44 energy_ha=-311.019088 smiles=CC[C@H]1C[C@]1(C)O e_homo_ev=-9.46 charge=0 spin_multiplicity=1
C 2.41254 0.09459 0.74677
C 1.25726 -0.55845 -0.01405
C 0.24624 0.46488 -0.51085
C -0.75775 0.15416 -1.59931
C -1.23070 0.37776 -0.20348
C -1.80635 -0.77147 0.59166
O -1.91573 1.59028 -0.02069
H 3.00329 -0.64563 1.29760
H 2.04057 0.82833 1.47089
H 3.08618 0.62038 0.06047
H 0.76402 -1.28457 0.64199
H 1.66048 -1.13100 -0.85869
H 0.62324 1.48703 -0.54653
H -0.78754 -0.85994 -1.99335
H -0.97318 0.93790 -2.31957
H -2.87247 -0.86341 0.36318
H -1.69375 -0.61006 1.67262
H -1.32684 -1.72295 0.34308
H -1.72951 1.89217 0.87826



Entry 3:
19
Properties=species:S:1:pos:R:3 method="wB97M-V/def2-TZVPD" gap_ev=10.82 energy_ha=-311.045629 smiles=C[C@@H]1OCC[C@@H]1C e_homo_ev=-9.68 charge=0 spin_multiplicity=1
C 1.97201 -0.56289 -0.43783
C 0.82356 0.42590 -0.40261
O 0.87902 1.12141 0.83492
C -0.38311 1.73379 0.99043
C -1.38292 0.65136 0.58119
C -0.62323 -0.14810 -0.50291
C -0.75238 -1.65612 -0.29850
H 1.89930 -1.27298 0.39188
H 1.97711 -1.12402 -1.37751
H 2.92311 -0.02943 -0.35041
H 0.95250 1.15959 -1.22047
H -0.47929 2.06562 2.02829
H -0.46576 2.61625 0.33237
H -1.60035 0.00366 1.43830
H -2.33246 1.05900 0.22351
H -1.02030 0.09839 -1.49495
H -1.80442 -1.95778 -0.35401
H -0.21156 -2.22144 -1.06484
H -0.37083 -1.96220 0.68315